(A)
ORCA calculation (ωB97M-V/def2-TZVPD) on CH5BS in the gas phase.

For the LUMO energy, the calculation gives -0.19 eV. Its HOMO energy is -10.072 eV. The molar mass comes out at 59.93 g/mol. For the HOMO-LUMO gap, the calculation gives 9.883 eV.

The geometry in XYZ format:
```
8
CH5BS (ωB97M-V/def2-TZVPD)
B 0.76 -0.11 -0.41
C -0.29 0.16 0.57
S -1.97 0.32 0.38
H 0.78 -0.62 -1.57
H 1.26 -0.96 0.33
H 1.38 0.82 0.12
H 0.05 0.33 1.56
H -1.96 0.07 -0.98
```

(B)
ORCA calculation (ωB97M-V/def2-TZVPD) on a 2-piece molecular cluster, CH5BS overall.

For the LUMO energy, the calculation gives 0.59 eV. Its HOMO energy is -10.104 eV. The molar mass comes out at 59.93 g/mol. For the HOMO-LUMO gap, the calculation gives 10.697 eV.

The geometry in XYZ format:
```
8
CH5BS (ωB97M-V/def2-TZVPD)
B -0.68 -0.39 -0.09
C 0.82 -0.24 0.46
S -0.86 -0.94 -1.71
H -1.74 0.31 0.81
H 1.61 -0.16 -0.29
H 1.06 -0.70 1.34
H 0.55 0.78 0.81
H -2.17 -1.24 -1.72
```

Relative stability in kcal/mol, measured from the most stable structure: (A) 41.4; (B) 0.0

(A)
ORCA calculation (ωB97M-V/def2-TZVPD) on C4H8FNO as an isolated structure.

For the LUMO energy, the calculation gives 0.48 eV. Its HOMO energy is -8.082 eV. The molar mass comes out at 105.11 g/mol. For the HOMO-LUMO gap, the calculation gives 8.563 eV.

The geometry in XYZ format:
```
15
C4H8FNO (ωB97M-V/def2-TZVPD)
C -0.62 -1.48 -0.59
C -0.08 -0.06 -0.56
C 0.50 0.25 0.83
C -0.93 0.71 0.28
H -0.49 -1.92 0.69
H 0.18 -2.18 -0.97
H -1.63 -1.73 -1.12
H -0.47 1.09 -2.08
H 0.23 -0.28 1.76
H 1.85 1.71 0.06
H 2.45 0.40 1.20
H -1.12 1.76 0.30
N 1.63 1.13 0.92
O 0.43 0.56 -1.60
F -1.92 0.04 0.86
```

(B)
ORCA calculation (ωB97M-V/def2-TZVPD) on a 2-piece molecular cluster, C4H8FNO overall.

For the LUMO energy (alpha / beta), the calculation gives -1.10 / -0.71 eV. Its HOMO energy (alpha / beta) is -10.066 / -9.056 eV. The molar mass comes out at 105.11 g/mol. For the HOMO-LUMO gap (alpha / beta), the calculation gives 8.961 / 8.342 eV.

The geometry in XYZ format:
```
15
C4H8FNO (ωB97M-V/def2-TZVPD)
C -0.91 0.64 0.23
C -1.82 0.25 1.42
C 1.43 1.10 -0.67
C 0.50 0.53 0.38
N 0.28 -1.87 -0.92
O -1.39 1.06 -0.84
F 1.07 0.12 1.55
H -2.88 0.10 1.17
H -1.49 -0.66 1.73
H -1.64 0.95 2.30
H 2.27 0.41 -0.96
H 0.66 1.33 -1.37
H 1.86 2.11 -0.22
H -0.68 -2.05 -0.63
H 0.87 -1.69 -0.11
```

Relative stability in kcal/mol, measured from the most stable structure: (A) 12.1; (B) 0.0

(A)
ORCA calculation (ωB97M-V/def2-TZVPD) on a 2-piece molecular cluster, C3H9OS overall.

For the LUMO energy, the calculation gives 4.08 eV. Its HOMO energy is -2.705 eV. Its charge is -1. The molar mass comes out at 93.17 g/mol. For the HOMO-LUMO gap, the calculation gives 6.788 eV.

The geometry in XYZ format:
```
14
C3H9OS (ωB97M-V/def2-TZVPD)
C -2.38 0.17 -1.39
O -1.44 0.97 -0.68
H -3.27 -0.19 -0.69
H -1.76 -0.68 -1.85
H -2.85 0.88 -2.08
C 2.09 -0.68 0.42
C 1.34 0.35 1.27
S -0.31 -0.44 1.62
H 1.76 -1.62 0.81
H 1.69 -0.63 -0.60
H 3.26 -0.69 0.41
H 1.23 1.32 0.57
H 1.89 0.80 2.11
H -1.25 0.43 0.07
```

(B)
ORCA calculation (ωB97M-V/def2-TZVPD) on a 2-piece molecular cluster, C3H9OS overall.

For the LUMO energy, the calculation gives 3.97 eV. Its HOMO energy is -2.600 eV. Its charge is -1. The molar mass comes out at 93.17 g/mol. For the HOMO-LUMO gap, the calculation gives 6.567 eV.

The geometry in XYZ format:
```
14
C3H9OS (ωB97M-V/def2-TZVPD)
C 0.50 2.66 0.70
C -0.34 1.50 0.19
C -0.01 0.10 0.76
S -1.16 -1.18 0.06
H 0.31 3.63 0.25
H 1.57 2.43 0.63
H 0.45 2.71 1.80
H -1.41 1.71 0.13
H -0.11 1.30 -0.86
H -0.17 0.07 1.84
H 1.04 -0.10 0.56
H 0.85 -1.97 -1.72
H 1.80 -1.64 -0.64
O 1.80 -1.75 -1.57
```

Relative stability in kcal/mol, measured from the most stable structure: (A) 26.9; (B) 0.0